Entry 1:
C8H10AgN4O2SSe3Te | wB97M-V/def2-TZVPD

Last column: Löwdin charge in e.
Cartesian coordinates (Å):
Ag1 0.2431 -1.9744 0.9698  0.594
Se1 0.2057 -0.6302 3.4039  -0.060
Se2 -1.9253 -1.3882 3.8197  -0.308
Te1 -1.7492 -3.8270 3.2166  0.142
Se3 -1.6465 -3.6004 0.7454  -0.267
O1 1.8847 -1.1126 0.8369  -0.467
O2 2.1955 -2.3490 0.3680  -0.339
C1 3.9044 -0.9859 -1.9046  -0.092
N1 2.5078 -1.3108 -2.0776  -0.078
C2 1.5214 -0.4081 -2.0692  -0.955
N2 1.8184 0.9093 -2.2341  0.083
S1 -0.0739 -0.9017 -2.0897  0.589
H1 4.4864 -1.8730 -2.1453  0.085
H2 4.1172 -0.7059 -0.8682  0.081
H3 4.1951 -0.1889 -2.5889  0.077
H4 2.2435 -2.1899 -1.6340  0.092
H5 2.6773 1.2525 -1.8344  0.084
H6 1.0229 1.5245 -2.1626  0.073
N3 -4.1322 4.5219 0.7412  0.151
C3 -3.5250 3.5484 0.7594  -0.194
C4 -2.7615 2.3577 0.7489  -0.229
C5 -3.3792 1.1109 0.7972  0.002
C6 -2.5878 -0.0222 0.6943  -0.185
N4 -1.2657 0.0283 0.5828  -0.056
C7 -0.6732 1.2206 0.5810  -0.201
C8 -1.3668 2.4113 0.6413  -0.006
H7 -4.4508 1.0354 0.8939  0.117
H8 -3.0409 -1.0058 0.6750  0.058
H9 0.4100 1.1937 0.5274  0.096
H10 -0.8546 3.3602 0.6073  0.113

Cartesian forces (eV/Å) of the 6 atoms listed first:
-3.082 -0.788 0.579
0.317 -0.364 -0.316
-0.549 -0.136 0.251
-0.150 -0.062 0.458
0.068 0.053 -0.077
2.998 0.656 -0.473

## Properties
Relative energy (zero: lowest compared OMol25 entry of this formula, charge and spin), kJ/mol: 192.47
Net charge: -1
HOMO (spin up / spin down), eV: -3.865 / -4.143
Orbital gap (spin up / spin down), eV: 5.088 / 6.288



Entry 2:
C8H10B2F14O4Sn2 | wB97M-V/def2-TZVPD

Last column: Löwdin charge in e.
Cartesian coordinates (Å):
Sn1 -3.4844 12.7605 0.6288  2.024
Sn2 -7.2302 16.3897 1.9924  1.972
B1 -6.5167 13.2187 1.6999  -1.415
F1 -5.6694 13.4900 2.7627  0.109
F2 -6.0132 14.0150 0.6088  0.005
F3 -6.3970 11.8892 1.3154  0.145
F4 -7.8384 13.6377 1.8944  0.096
B2 -4.1423 15.9784 0.9022  -1.256
F5 -5.4381 16.6177 0.8968  -0.069
F6 -3.1969 16.9765 0.9651  0.204
F7 -4.0407 15.1126 1.9891  0.088
F8 -3.8153 15.2343 -0.2859  0.028
C1 -9.2581 13.8994 5.3460  -0.046
C2 -8.5676 14.7557 6.3737  -0.161
O1 -7.2070 14.3542 6.6497  0.094
C3 -6.3175 14.7121 5.7811  -0.402
O2 -6.4887 15.3346 4.7714  0.043
C4 -4.9189 14.1621 6.1064  -0.543
F9 -4.8417 13.6154 7.3036  0.212
F10 -4.5753 13.2520 5.1824  0.158
F11 -4.0372 15.1634 6.0342  0.184
H1 -9.1084 14.1469 4.2934  0.056
H2 -10.3497 13.8880 5.4094  0.096
H3 -9.0411 12.8399 5.5043  0.092
H4 -9.0937 14.8182 7.3220  0.141
H5 -8.5230 15.8039 6.0657  0.124
C5 -6.9575 9.4523 4.6747  -0.035
C6 -5.8310 9.9410 3.7775  -0.187
O3 -4.5652 9.5512 4.3323  0.093
C7 -3.4949 10.1516 3.9202  -0.371
O4 -3.4789 10.8881 2.9511  0.000
C8 -2.1969 9.8006 4.6767  -0.572
F12 -1.2312 9.5335 3.8191  0.202
F13 -1.8232 10.9001 5.3466  0.175
F14 -2.3936 8.8305 5.5356  0.223
H6 -7.8567 9.9731 4.3466  0.084
H7 -6.7452 9.7650 5.6987  0.088
H8 -7.1113 8.3769 4.7152  0.090
H9 -5.8407 11.0295 3.8781  0.104
H10 -6.0086 9.7277 2.7266  0.130

Cartesian forces (eV/Å) of the 6 atoms listed first:
-1.288 0.902 1.204
0.157 -1.288 0.700
-0.027 -1.017 -0.156
-0.469 -0.215 0.064
0.308 0.225 -0.467
0.245 0.292 -0.060

## Properties
Relative energy (zero: lowest compared OMol25 entry of this formula, charge and spin), kJ/mol: 0.00
Net charge: +2
HOMO, eV: -16.952
Orbital gap, eV: 7.356